No. 1
An isolated molecule of C2H3N2OP in a non-equilibrium geometry, computed with ωB97M-V/def2-TZVPD.

The geometry in XYZ format:
```
9
Properties=species:S:1:pos:R:3:forces:R:3
O -0.93524 1.70906 1.42099 -0.43 1.41 0.55
C -0.50479 0.91498 0.64825 -0.15 -1.32 -0.35
C 0.09906 -0.35688 1.03200 0.38 0.88 -2.25
N 0.42621 -1.18080 0.10341 -0.12 -1.71 1.60
N 0.02711 -1.00362 -1.07435 -0.78 2.20 -2.49
P -0.53030 1.05347 -1.27203 -1.23 -3.39 0.39
H 0.43933 -0.63614 1.95023 0.46 -0.09 2.74
H 0.20614 -1.82805 -1.67943 -0.13 1.53 -0.02
H 0.77246 1.32796 -1.12908 2.00 0.50 -0.17
```
Forces are in eV/Å.

Maximum force   3.629 eV/Å
SMILES string   O=c1cn[nH][pH]1
Energy above the lowest of the compared OMol25 structures with the same formula, charge and spin   2.498 eV
DFT total energy   -16435.948 eV
Highest occupied orbital energy   -8.90 eV
2S+1   1

***

No. 2
A cluster of 9 separate species, C24H53BF4N3O14PS3 in total in a non-equilibrium geometry, computed with ωB97M-V/def2-TZVPD.

The geometry in XYZ format:
```
103
Properties=species:S:1:pos:R:3:forces:R:3
N -3.18178 -7.38758 0.96118 0.23 -0.30 0.60
H -3.25643 -7.29785 -0.04205 -0.01 -0.08 -0.57
H -3.94075 -7.91510 1.36834 -0.83 0.09 -0.08
H -3.10960 -6.47096 1.37915 -0.03 0.71 0.24
H -2.36699 -7.91424 1.24200 0.87 -0.09 -0.29
N 5.24245 -2.41800 4.06272 0.34 -0.03 0.96
H 4.45658 -2.47767 4.69434 -0.80 -0.01 -0.04
H 6.04351 -2.42047 4.67785 0.81 0.00 0.18
H 5.25040 -1.53215 3.57762 -0.12 0.47 -0.72
H 5.29357 -3.23424 3.47007 -0.12 -0.23 -0.67
N 2.06104 2.39583 -1.13377 0.19 -0.16 -0.40
H 2.16162 1.62993 -0.48309 0.36 -0.35 0.53
H 1.95759 2.00391 -2.05886 -0.56 -0.24 -0.48
H 2.89983 2.95353 -1.20788 0.79 0.45 0.58
H 1.27398 2.96475 -0.85633 -0.43 0.34 -0.03
C 9.20121 4.68371 0.14280 -5.17 -1.63 -2.77
C 10.16410 4.63509 1.03788 5.32 1.91 2.98
C 10.16276 3.58803 2.21920 2.68 0.71 3.73
O 11.01434 3.58437 3.22908 -1.56 0.76 -3.53
C 9.12644 2.69160 2.33140 -2.20 0.15 -2.47
C 8.03613 2.73993 1.37044 1.14 1.04 0.16
C 8.01253 3.87195 0.19226 1.72 0.12 0.05
O 7.09534 3.95932 -0.65424 -0.10 -0.56 0.92
O 7.09262 1.96401 1.39614 -1.66 -1.27 0.02
O 11.09880 5.51135 0.94790 -0.75 -1.78 0.84
H 9.29148 5.34029 -0.70994 0.02 0.28 0.07
H 9.09526 2.01867 3.17557 -0.11 -0.11 -0.03
B 0.19760 -3.35658 0.99781 0.99 0.03 -0.04
F -0.04649 -3.62193 -0.32336 0.35 -0.24 -1.74
F 0.88482 -2.14376 1.16040 0.17 0.51 -0.04
F -1.00318 -3.36003 1.59940 -2.76 0.55 1.62
F 0.92403 -4.36855 1.60576 1.16 -0.98 0.26
C 5.90420 -3.50927 -4.03103 0.07 -0.09 -2.31
C 6.76982 -2.41521 -3.51533 1.49 0.30 0.02
C 7.95562 -3.03676 -2.75399 -0.92 -0.11 1.22
S 7.24418 -4.64627 -2.11467 -0.27 -0.87 -0.83
O 6.93395 -4.50740 -0.68365 1.10 -0.59 -1.25
O 7.87144 -5.82604 -2.77208 -0.33 1.99 1.79
C 5.66568 -4.50022 -2.95637 -0.95 0.65 0.98
H 6.41290 -4.04429 -4.83295 0.23 0.13 -0.28
H 5.05931 -3.01853 -4.51418 -0.56 -0.55 0.28
H 6.20000 -1.75566 -2.86081 0.09 -0.01 0.12
H 7.21141 -1.80942 -4.30660 -0.35 0.11 -0.12
H 8.07932 -2.38620 -1.88821 0.63 -0.45 0.18
H 8.89136 -3.18489 -3.29301 -0.31 -0.18 -0.06
H 5.00697 -4.01969 -2.23298 -0.18 -0.40 0.28
H 5.28485 -5.47598 -3.25799 0.24 0.11 0.07
C -2.44643 -3.44519 -7.78943 0.53 -0.38 -0.22
C -3.60987 -4.37763 -8.07239 -1.04 -0.03 0.67
C -3.13239 -5.82419 -7.83880 1.85 0.05 -0.06
S -2.19784 -5.72035 -6.20738 -0.97 0.13 0.22
O -0.93156 -6.46544 -6.29833 -1.71 1.15 0.16
O -3.12195 -5.96664 -5.06465 1.68 0.37 -1.93
C -1.98426 -3.85026 -6.40280 0.25 -0.15 1.28
H -2.79637 -2.41362 -7.82823 0.06 0.01 0.26
H -1.68198 -3.52900 -8.56188 0.21 -0.18 0.10
H -4.11204 -4.06626 -8.98835 0.24 -0.85 -0.37
H -4.33565 -4.11354 -7.30325 -0.36 -0.28 0.14
H -2.31571 -6.04218 -8.52700 0.42 0.38 -0.13
H -3.64730 -6.77933 -7.94208 -1.09 0.60 0.62
H -1.02133 -3.53884 -5.99796 0.44 -0.37 -0.72
H -2.63803 -3.37690 -5.67027 -0.51 -0.48 0.04
C -8.54876 -0.04296 -0.14911 -0.51 1.05 0.50
C -9.66699 -0.65338 0.72564 0.14 -0.82 0.88
C -10.15830 -1.90410 0.05408 -1.02 -0.37 -1.45
S -8.80516 -2.54687 -1.03209 -2.31 1.92 -0.96
O -9.27395 -2.56170 -2.41451 0.66 0.32 1.11
O -8.29243 -3.74486 -0.48446 1.00 -1.61 0.81
C -7.67496 -1.14792 -0.70080 -0.41 -1.10 0.20
H -8.01444 0.61490 0.53630 0.45 0.01 -0.31
H -8.97268 0.61676 -0.90620 -0.02 -0.26 -0.23
H -10.52226 -0.01101 0.93537 0.24 0.36 -0.36
H -9.30717 -0.91669 1.72028 0.49 0.11 0.03
H -11.00648 -1.59291 -0.55572 0.34 -0.08 -0.85
H -10.64317 -2.72106 0.58848 0.82 -0.04 0.65
H -7.10738 -1.04749 -1.62593 -0.06 0.55 0.18
H -7.04731 -1.52253 0.10779 0.23 -0.07 -0.18
C -3.32545 9.23620 3.73381 0.71 0.07 -1.30
C -2.33933 8.08738 3.42535 -0.84 0.25 0.63
O -3.07773 6.87171 3.59204 -0.08 -2.99 0.71
P -2.33516 5.39169 3.54806 -0.10 1.75 -0.76
O -1.72796 5.16624 2.20278 -0.68 -0.60 1.86
O -1.31368 5.57675 4.77353 -1.66 0.77 -0.90
C -0.34416 4.62241 5.14538 0.54 -0.15 -1.00
C 1.00315 5.11213 4.66811 1.27 0.29 1.20
O -3.40803 4.26292 4.06787 2.26 2.30 -3.83
C -4.36874 4.55355 5.01819 -0.46 -1.10 1.99
C -3.72518 3.91496 6.24367 -1.13 -0.33 1.20
H -3.68628 9.29011 4.76094 0.20 -0.24 -0.10
H -2.81992 10.16132 3.45688 0.22 0.20 0.43
H -4.15777 9.24074 3.03001 -0.23 -0.44 0.18
H -1.96341 8.06285 2.40252 0.11 0.50 0.07
H -1.53139 8.11309 4.15656 0.21 -0.05 -0.18
H -0.48896 4.52147 6.22100 0.58 -0.33 -0.06
H -0.52643 3.69471 4.60293 -0.28 -0.35 0.40
H 1.79487 4.43170 4.98162 -0.08 -0.58 -0.37
H 1.09304 5.32213 3.60231 -0.40 -0.29 0.05
H 1.36033 5.99497 5.19832 -0.56 0.45 -0.03
H -4.72779 5.58137 5.07089 0.61 0.16 0.05
H -5.24135 3.94894 4.77102 -0.11 0.02 -0.12
H -4.45616 3.76097 7.03742 -0.04 0.26 0.26
H -3.45262 2.90075 5.95180 0.15 0.04 -0.11
H -2.84320 4.38854 6.67488 -0.16 0.34 -0.32
```
Forces are in eV/Å.

Maximum force   6.387 eV/Å
Energy above the lowest of the compared OMol25 structures with the same formula, charge and spin   12.873 eV
DFT total energy   -112218.439 eV
Highest occupied orbital energy   -3.40 eV
2S+1   1

***

No. 3
A structure of composition H2ORb, computed with ωB97M-V/def2-TZVPD.

The geometry in XYZ format:
```
4
Properties=species:S:1:pos:R:3:forces:R:3
Rb -0.36364 -1.88174 1.58958 0.05 0.15 -0.07
O 0.18644 0.45330 -0.18627 -0.11 -0.51 0.39
H 0.64965 0.31180 -1.01189 0.25 0.03 -0.29
H -0.47246 1.11663 -0.39141 -0.19 0.33 -0.03
```
Forces are in eV/Å.

Maximum force   0.652 eV/Å
Total charge   +1
Energy above the lowest of the compared OMol25 structures with the same formula, charge and spin   0.037 eV
DFT total energy   -2730.088 eV
Highest occupied orbital energy   -16.29 eV
2S+1   1

***

No. 4
An isolated molecule of C2H11BN2O5P2 in a non-equilibrium geometry, computed with ωB97M-V/def2-TZVPD.

The geometry in XYZ format:
```
23
Properties=species:S:1:pos:R:3:forces:R:3
C 0.91025 -1.73829 1.89080 -0.17 -0.12 -0.16
N 0.50182 -2.04265 0.52031 0.24 0.02 -0.25
C 0.84104 -0.93082 -0.38008 -0.20 0.07 0.89
B -0.11611 0.28934 -0.30911 -0.12 -0.07 -0.51
P 0.35187 1.82150 -1.38576 -0.70 0.49 1.14
N 0.24974 3.12268 -0.55270 0.54 -0.32 -0.08
O -0.58113 1.77391 -2.66990 -0.30 -0.70 -0.36
O 1.80131 1.53362 -1.99577 0.89 -0.17 -0.15
P -1.70328 0.36012 0.75793 0.41 -0.16 -1.36
O -1.59337 1.43467 1.68730 0.37 1.98 2.11
O -2.89490 0.60419 -0.27214 -0.71 -0.86 -0.66
O -1.99848 -1.01651 1.45768 -0.53 -1.21 -0.24
H 0.46487 -0.82214 2.23988 -0.23 0.43 0.03
H 1.98337 -1.64863 1.99771 0.50 0.07 0.00
H 0.55945 -2.51832 2.53982 -0.12 -0.41 0.38
H 1.07441 -2.82660 0.23553 -0.19 -0.26 -0.09
H 0.85965 -1.27519 -1.40902 -0.01 -0.09 -0.41
H 1.85248 -0.56363 -0.18592 0.43 0.09 -0.11
H 1.13831 3.61338 -0.57580 -0.23 0.49 0.15
H -0.96961 0.88376 -2.73291 -0.11 0.41 -0.32
H 2.47686 1.89900 -1.40162 -0.11 -0.17 -0.34
H -3.46726 -0.17716 -0.35722 0.04 0.44 -0.02
H -1.74130 -1.77620 0.90098 0.31 0.05 0.35
```
Forces are in eV/Å.

Maximum force   2.915 eV/Å
SMILES string   CNCB(P(=N)(O)O)P(=O)(O)O
DFT total energy   -34726.563 eV
Highest occupied orbital energy   -9.07 eV
2S+1   1

***

No. 5
A cluster of 2 separate species, C5H11NOSi in total in a non-equilibrium geometry, computed with ωB97M-V/def2-TZVPD.

The geometry in XYZ format:
```
19
Properties=species:S:1:pos:R:3:forces:R:3
C 5.94335 0.43845 0.44114 1.52 -0.48 1.75
C -1.16923 1.40730 0.16927 -1.68 0.75 -2.68
C -2.01433 0.12991 -0.05279 1.19 -1.40 1.28
C 0.25506 1.08604 0.43139 -0.45 -2.66 1.04
C 1.61426 -1.98761 0.37211 0.84 -0.47 0.33
N -1.02854 -0.94516 -0.33269 -1.04 -2.85 0.00
O 5.23242 0.66264 -0.37679 -1.53 0.48 -1.75
Si 0.65017 -0.56187 -0.44232 -0.18 0.82 -0.99
H 1.14647 -0.25025 -1.97058 -0.35 -0.53 1.77
H -1.26303 1.97327 -0.80819 0.19 -0.39 0.94
H -1.57146 2.07809 0.91354 -0.28 0.02 0.33
H -2.69444 -0.17382 0.79458 0.73 0.48 -0.63
H -2.55797 0.15476 -0.94822 -1.43 0.78 -0.98
H 0.85564 1.88851 0.29893 2.03 2.54 -0.74
H 0.24851 0.92768 1.49576 0.62 -0.56 0.77
H 0.95482 -2.83543 0.07894 0.48 0.22 0.36
H 2.67275 -2.27104 0.03324 -1.54 0.72 0.29
H 1.63541 -1.93681 1.50901 -0.21 0.03 -1.43
H -1.46620 -1.92117 -0.50174 1.12 2.50 0.34
```
Forces are in eV/Å.

Maximum force   3.332 eV/Å
Energy above the lowest of the compared OMol25 structures with the same formula, charge and spin   1.095 eV
DFT total energy   -16778.075 eV
Highest occupied orbital energy   -8.57 eV
2S+1   1

***

No. 6
An isolated molecule of C6H9PS2 in a non-equilibrium geometry, computed with ωB97M-V/def2-TZVPD.

The geometry in XYZ format:
```
18
Properties=species:S:1:pos:R:3:forces:R:3
C -0.43825 -2.98643 -2.35113 0.75 1.91 1.46
C -0.10091 -2.10095 -1.63705 0.01 0.82 1.37
C -0.37880 0.22355 -1.05832 -0.64 0.69 3.11
C -0.16577 -1.66947 0.80497 -0.39 3.32 -1.36
C 0.19663 -1.10550 -0.58680 0.76 -0.14 -1.40
C 0.10721 2.81509 1.96074 0.69 0.91 1.49
P -0.64909 1.23968 1.41186 0.36 -2.01 -2.17
S -2.51873 1.09617 1.87278 -0.06 0.19 -0.08
S 0.47732 -0.54328 2.01225 1.06 1.37 1.37
H -0.70375 -3.69705 -2.97877 -1.04 -2.85 -2.51
H 0.17519 0.82524 -1.77187 0.13 -0.12 0.27
H -1.46094 0.31704 -1.11022 0.13 -0.26 -0.22
H -1.18558 -1.56028 0.98207 -2.16 -0.42 -0.15
H 0.10458 -2.66090 0.91006 0.99 -1.82 0.47
H 1.28846 -1.00714 -0.57653 -0.03 0.13 -0.02
H -0.47823 3.67943 1.47131 0.97 -1.47 0.83
H 0.03677 2.87431 3.12046 -0.44 -0.09 -1.95
H 1.21790 2.90314 1.81778 -1.09 -0.17 -0.51
```
Forces are in eV/Å.

Maximum force   3.938 eV/Å
Energy above the lowest of the compared OMol25 structures with the same formula, charge and spin   1.210 eV
DFT total energy   -37323.560 eV
Highest occupied orbital energy (alpha / beta)   -8.00 / -8.00 eV
2S+1   1